Density functional theory data (the ωB97M-V functional and the def2-TZVPD basis) for a 9-piece molecular cluster, C18H36Br18 overall at a distorted geometry.

Last column: Löwdin charge in e.
Atoms and positions in Å:
1 Br 11.4952 14.2353 12.8616  0.625
2 C 12.1032 12.9389 11.5475  -0.668
3 C 13.6309 12.7938 11.5901  -0.724
4 Br 14.3053 11.7346 10.1745  0.680
5 H 11.7913 13.3664 10.5820  0.046
6 H 11.5649 11.9826 11.7013  0.057
7 H 13.8612 12.2853 12.5169  0.014
8 H 14.2980 13.6468 11.5000  0.023
9 Br 12.5648 11.6451 15.6761  0.654
10 C 13.6073 10.0046 15.4996  -0.602
11 C 14.9479 10.4898 14.7705  -0.763
12 Br 16.2941 9.1661 14.6895  0.699
13 H 12.9724 9.5498 14.7602  -0.016
14 H 13.8610 9.4594 16.3997  0.061
15 H 15.4028 11.3599 15.2791  0.027
16 H 14.6256 10.7687 13.7537  0.009
17 Br 7.1269 12.2938 15.0104  0.651
18 C 8.7124 11.4789 14.2039  -0.699
19 C 8.4557 10.0110 14.1798  -0.732
20 Br 9.7896 9.0250 13.1602  0.630
21 H 9.6389 11.6005 14.7540  0.016
22 H 8.9082 11.8537 13.2342  0.014
23 H 7.4860 9.7169 13.7394  0.013
24 H 8.4721 9.5234 15.1465  0.051
25 Br 15.0235 6.3389 9.3028  0.586
26 C 15.7227 8.1157 9.8949  -0.637
27 C 15.5725 8.3493 11.3446  -0.701
28 Br 13.7233 8.3677 12.0299  0.591
29 H 15.1513 8.6978 9.2169  0.000
30 H 16.7556 8.2941 9.5530  0.088
31 H 16.0907 9.2852 11.5278  0.043
32 H 16.0077 7.5459 11.9243  0.037
33 Br 13.1301 9.3806 5.4806  0.602
34 C 12.5796 8.6301 7.2033  -0.787
35 C 11.2875 7.9171 7.2200  -0.772
36 Br 11.0841 7.1381 8.9203  0.722
37 H 12.4251 9.5194 7.8863  0.009
38 H 13.4425 7.9829 7.4998  0.006
39 H 11.4011 7.1444 6.3727  0.099
40 H 10.5016 8.6205 7.0309  0.009
41 Br 6.4630 9.7114 10.9218  0.690
42 C 7.8399 10.8159 10.1662  -0.724
43 C 8.8127 9.9579 9.4437  -0.700
44 Br 10.1406 11.0548 8.4699  0.677
45 H 8.3372 11.3596 11.0020  0.050
46 H 7.4910 11.5743 9.4243  0.076
47 H 8.3421 9.3883 8.6372  0.055
48 H 9.4629 9.2076 9.8732  -0.030
49 Br 16.7818 14.8889 8.8790  0.530
50 C 17.2954 15.7448 10.6728  -0.679
51 C 17.5308 17.1787 10.3837  -0.593
52 Br 17.9238 17.8026 12.2829  0.563
53 H 18.1304 15.2480 11.1539  0.058
54 H 16.3818 15.6518 11.2262  -0.020
55 H 16.6962 17.7610 10.0322  0.053
56 H 18.3896 17.3744 9.7838  0.050
57 Br 13.2129 17.8765 11.6670  0.530
58 C 13.5673 17.8921 13.6442  -0.656
59 C 12.3606 17.6406 14.5752  -0.712
60 Br 12.6849 18.3469 16.3245  0.650
61 H 13.9543 18.9166 13.7290  0.037
62 H 14.4109 17.1906 13.7213  -0.031
63 H 12.2609 16.5507 14.6462  0.011
64 H 11.4208 18.1679 14.2343  0.074
65 Br 17.6296 15.5099 17.5353  0.637
66 C 15.7787 15.4754 17.0048  -0.711
67 C 15.5470 14.3482 15.9410  -0.588
68 Br 16.0460 14.9908 14.0719  0.591
69 H 15.5178 16.4693 16.6299  0.022
70 H 15.0856 15.3715 17.8890  0.082
71 H 14.4392 14.0538 15.9371  0.045
72 H 16.2142 13.5225 16.0694  0.005

Output
LUMO energy   0.107 eV
SMILES string   BrCCBr.BrCCBr.BrCCBr.BrCCBr.BrCCBr.BrCCBr.BrCCBr.BrCCBr.BrCCBr
M   1690.8 g/mol
Net charge   0
Orbital gap   10.2 eV
Energy above the lowest of the compared OMol25 structures with the same formula, charge and spin   198.35 kJ/mol
HOMO energy   -10.09 eV
Spin multiplicity   1